ORCA calculation (ωB97M-V/def2-TZVPD) on 8 unconnected molecules or ions with the total composition C40H40N8.

```
88
Properties=species:S:1:pos:R:3:lowdin_charge:R:1
C -22.3683 -40.0179 29.9572 -0.031
C -20.9249 -40.4155 30.1676 -0.019
C -19.9616 -39.5542 29.6508 -0.172
N -20.2351 -38.4103 28.9882 0.054
C -21.5704 -38.0925 28.8078 -0.130
C -22.6641 -38.8504 29.2633 -0.087
H -23.2695 -40.6097 30.2495 0.107
H -20.7464 -41.1406 30.7138 -0.006
H -18.8771 -39.9468 29.7522 0.129
H -21.7543 -37.1904 28.3423 0.051
H -23.7154 -38.5406 29.0592 0.116
C -20.3139 -29.3298 25.0328 -0.146
C -19.4390 -28.7641 24.1771 -0.090
C -18.3482 -28.1357 24.7334 -0.151
N -18.1749 -28.0581 26.0633 0.061
C -19.0696 -28.6308 26.8944 -0.131
C -20.1311 -29.3255 26.3349 -0.140
H -21.2633 -29.7551 24.7396 0.114
H -19.6895 -28.5513 23.0856 0.127
H -17.6507 -27.8938 23.9847 0.087
H -18.9194 -28.6429 28.0750 0.129
H -20.7213 -29.8552 27.0682 0.100
C -20.5150 -36.9635 21.9720 -0.096
C -21.7631 -36.5229 22.4477 -0.067
C -22.2929 -37.2193 23.5358 -0.077
N -21.4857 -38.0878 24.3455 0.064
C -20.3532 -38.3764 23.7891 -0.236
C -19.7975 -37.8027 22.7181 -0.123
H -20.2250 -36.3566 21.1268 0.101
H -22.4100 -35.9281 21.8736 0.083
H -23.2911 -37.2346 23.7425 0.064
H -19.7827 -39.3131 24.4283 0.169
H -18.8728 -37.9708 22.1935 0.110
C -20.6504 -33.8629 33.1930 -0.132
C -22.0482 -33.7837 33.4726 -0.066
C -22.9655 -34.2481 32.4634 -0.175
N -22.5932 -34.7956 31.3112 0.017
C -21.2137 -34.8625 30.9603 -0.064
C -20.2436 -34.3764 31.9553 -0.115
H -19.8215 -33.1843 33.7261 0.139
H -22.4744 -33.3054 34.3804 0.101
H -24.0581 -34.4348 32.4811 0.107
H -21.1393 -35.1631 29.9182 0.058
H -19.0922 -34.3697 31.6024 0.136
C -20.3762 -30.4131 32.5444 -0.046
C -19.6720 -31.0029 31.4928 -0.070
C -19.8548 -30.3711 30.2656 -0.201
N -20.5235 -29.3062 29.9822 0.055
C -21.1360 -28.6602 30.9959 -0.146
C -21.0661 -29.1115 32.2901 -0.045
H -20.1935 -30.6641 33.5950 0.095
H -19.0620 -31.9600 31.5450 0.105
H -19.4051 -30.8421 29.3846 0.089
H -21.7575 -27.7759 30.7976 0.111
H -21.6964 -28.8187 33.0999 0.084
C -19.8395 -32.6266 21.2953 -0.095
C -20.3545 -31.3902 21.2168 -0.110
C -19.9130 -30.4463 20.2651 -0.068
N -18.8648 -30.8024 19.4129 0.049
C -18.4291 -32.0314 19.4266 -0.223
C -18.8581 -33.0469 20.3014 -0.039
H -20.3213 -33.2045 22.0967 0.093
H -21.1407 -30.9723 21.8185 0.098
H -20.2506 -29.5603 20.3400 0.028
H -17.3859 -32.0802 18.8612 0.143
H -18.5839 -34.1506 20.3344 0.114
C -19.2238 -33.4789 27.5161 -0.089
C -19.8789 -34.7110 27.5015 -0.059
C -20.5234 -35.1440 26.3195 -0.157
N -20.4319 -34.5322 25.1704 0.061
C -19.8596 -33.2810 25.2279 -0.129
C -19.2422 -32.6994 26.3697 -0.087
H -18.6684 -32.9807 28.3990 0.126
H -19.8210 -35.2248 28.3970 0.047
H -21.1011 -36.0601 26.3482 0.085
H -19.9585 -32.7289 24.1956 0.107
H -18.8273 -31.6462 26.2076 0.114
C -16.3242 -31.2120 22.2077 -0.056
C -16.4783 -32.1674 23.3155 0.008
C -15.2629 -32.7331 23.8934 -0.149
N -14.0597 -32.4081 23.4901 0.033
C -13.9236 -31.5103 22.4338 -0.063
C -15.0792 -30.8555 21.8074 -0.049
H -17.2854 -30.8778 21.9762 0.065
H -17.2618 -32.6498 23.5632 -0.002
H -15.4968 -33.3203 24.7233 0.078
H -12.8885 -31.2574 22.2124 0.093
H -15.0284 -30.1700 21.1341 0.032
```

Computed properties:
Structure (SMILES) ... c1ccncc1.c1ccncc1.c1ccncc1.c1ccncc1.c1ccncc1.c1ccncc1.c1ccncc1.c1ccncc1
Frontier orbital gap ... 9.53 eV
LUMO energy ... 0.45 eV
Energy relative to the best compared isomer or geometry (same formula, charge and spin) ... 223.7 kcal/mol

ORCA calculation (ωB97M-V/def2-TZVPD) on a molecular structure, C40H41AsCl2CoN4O6S.

```
96
Properties=species:S:1:pos:R:3:lowdin_spin:R:1
Co 1.0433 -0.9110 0.0964 2.759
C 8.4259 -1.8062 4.1920 0.000
C 7.3131 -1.4556 3.2642 0.001
C 7.4897 -0.5690 2.2277 0.000
C 6.4047 -0.3888 1.3591 0.002
C 5.2162 -1.0125 1.5850 0.000
C 5.0435 -1.9297 2.6600 0.001
C 6.1291 -2.1565 3.4665 0.000
S 3.8582 -0.8875 0.3910 0.009
O 4.4601 -0.4296 -0.8308 0.002
O 3.2610 -2.1829 0.3774 0.016
N 2.7525 0.1031 0.9768 0.038
C 2.7482 1.5656 0.7673 0.003
C 1.2272 1.9723 0.6615 0.003
O 0.7943 3.0795 1.0472 0.003
O 0.3735 1.0201 0.4086 0.033
H 8.9187 -2.6639 3.7640 0.000
H 8.1307 -2.0166 5.2137 0.000
H 9.1839 -1.0307 4.1523 0.000
H 8.4320 -0.0652 2.0273 0.000
H 6.5231 0.1806 0.4301 0.000
H 4.2146 -2.6204 2.6612 0.000
H 6.1008 -2.8973 4.2917 0.000
H 3.3188 1.8667 -0.1127 0.000
H 3.1281 2.1631 1.6095 0.001
Cl 1.6392 -6.1386 -4.7596 0.001
C 1.0144 -4.9026 -3.6785 0.002
C 0.0964 -5.3072 -2.6946 0.000
C -0.2267 -4.4416 -1.6660 0.003
Cl -1.1594 -4.9552 -0.3483 0.000
C 0.1827 -3.0980 -1.6468 0.006
O -0.1489 -2.3315 -0.6865 0.039
C 1.0022 -2.6941 -2.7193 0.003
C 1.5433 -1.3777 -2.7864 0.006
O 1.5137 -0.5406 -1.8935 0.037
C 1.4803 -3.6241 -3.6166 0.000
H -0.2389 -6.3636 -2.6268 0.000
H 2.0114 -1.0919 -3.7271 0.002
H 2.1737 -3.2559 -4.3894 0.000
N -1.8044 0.4568 1.6024 -0.001
C -1.7804 0.3538 3.0710 0.000
C -2.9019 -0.5127 3.7011 0.000
C -2.8192 -2.0274 3.3489 0.000
N -3.0341 -2.1665 1.8567 0.000
C -1.4952 -2.6179 3.7371 0.002
C -0.2861 -1.8305 3.2408 0.003
N -0.1007 -1.9290 1.8425 0.027
C -0.4690 -0.3071 3.4825 0.000
H -2.4307 1.2113 1.3797 0.000
H -2.2306 -0.3918 1.1971 0.000
H -0.8367 0.8457 1.0743 -0.001
H -1.7392 1.3927 3.3996 0.000
H -3.9180 -0.1256 3.4933 0.000
H -2.7474 -0.4981 4.8082 0.000
H -3.5633 -2.5762 3.9128 0.000
H -4.0069 -1.8555 1.7111 0.000
H -3.1642 -3.1467 1.6796 0.000
H -1.4575 -3.6465 3.3975 0.000
H -1.5094 -2.6137 4.8288 0.000
H 0.5495 -2.1701 3.8550 0.000
H -0.9861 -1.7630 1.3456 0.000
H 0.0338 -2.8957 1.5683 0.000
H 0.4287 0.3072 3.1525 0.000
H -0.4619 -0.2183 4.6088 0.000
C 0.5345 4.5964 -4.3902 0.000
C 0.9881 4.1724 -3.1420 0.000
C 0.2384 3.1856 -2.5047 0.000
C -0.9605 2.7277 -3.0808 0.000
C -1.4468 3.1459 -4.2812 0.000
C -0.6830 4.0590 -4.9378 0.000
As -1.9187 1.4770 -1.8891 0.000
C -2.9719 2.8251 -0.8905 0.000
C -2.5184 3.5019 0.2238 0.000
C -3.3757 4.4024 0.8824 0.000
C -4.6061 4.6533 0.3306 0.000
C -5.0864 3.8696 -0.7272 0.000
C -4.3159 2.8726 -1.2841 0.000
C -4.6355 1.9850 -2.4626 0.000
C -5.8743 1.8577 -3.0964 0.000
C -6.0799 0.9260 -4.0730 0.000
C -5.0063 0.1152 -4.4641 0.000
C -3.7967 0.2094 -3.8063 0.000
C -3.5890 1.1737 -2.8404 0.000
H 1.2037 5.2814 -4.9183 0.000
H 1.9004 4.6016 -2.7477 0.000
H 0.5172 2.8749 -1.5491 0.000
H -2.3740 2.8609 -4.6971 0.000
H -0.9849 4.5383 -5.9206 0.000
H -1.5531 3.3317 0.6823 0.000
H -3.0289 4.9771 1.7840 0.000
H -5.2391 5.4412 0.6958 0.000
H -6.0567 4.0568 -1.0370 0.000
H -6.6910 2.4687 -2.7752 0.000
H -7.0188 0.8787 -4.6196 0.000
H -5.1855 -0.6878 -5.1805 0.000
H -3.0288 -0.4599 -4.0264 0.000
```

Computed properties:
<S²> ... 3.756
Frontier orbital gap (spin up / spin down) ... 7.95 / 7.95 eV
LUMO energy (spin up / spin down) ... -0.01 / -0.01 eV
Spin multiplicity ... 4

ORCA calculation (ωB97M-V/def2-TZVPD) on a molecular structure, C40H41BrCsN9OS.

```
94
Properties=species:S:1:pos:R:3:lowdin_charge:R:1
Cs -0.1737 0.2000 0.9340 0.986
C 1.9038 2.6605 4.5827 -0.045
C 1.2225 2.1637 5.6822 -0.038
C -0.0498 1.6452 5.5076 -0.003
C -0.6114 1.6445 4.2346 -0.236
N 0.0653 2.0749 3.1654 -0.017
C 1.2878 2.5744 3.3451 -0.152
C -2.0218 1.2001 4.0096 -0.212
C -2.9726 1.3680 5.0094 0.004
C -4.2798 1.0012 4.7501 -0.022
C -4.5977 0.4823 3.5081 0.001
C -3.5878 0.3353 2.5642 -0.209
N -2.3251 0.6875 2.8146 0.046
C -3.9076 -0.1980 1.2011 -0.222
C -4.9916 -1.0527 1.0130 -0.004
C -5.3311 -1.4408 -0.2711 -0.041
C -4.5690 -0.9822 -1.3334 -0.058
C -3.4671 -0.1923 -1.0496 -0.156
N -3.1350 0.1943 0.1823 0.025
H 2.8870 3.1003 4.6785 0.111
H 1.6722 2.1857 6.6665 0.119
H -0.5924 1.2369 6.3493 0.117
H 1.7920 2.9232 2.4479 0.092
H -2.7047 1.8127 5.9581 0.118
H -5.0475 1.1366 5.5002 0.122
H -5.6213 0.2262 3.2722 0.116
H -5.5562 -1.4197 1.8595 0.116
H -6.1814 -2.0902 -0.4371 0.118
H -4.8136 -1.2363 -2.3562 0.103
H -2.8171 0.1569 -1.8493 0.104
C -1.3883 -4.7469 -0.5460 -0.040
C -1.1480 -3.3778 -0.3695 -0.139
N -0.2275 -2.8942 0.4394 0.039
C 0.5168 -3.7663 1.1545 -0.156
C 0.3375 -5.1553 1.0678 -0.139
C -0.6385 -5.6348 0.1773 0.003
C 1.1250 -6.0406 1.8826 -0.010
C 2.0279 -5.5531 2.7523 -0.010
C 2.2504 -4.1378 2.8639 -0.138
C 3.1940 -3.6017 3.7591 0.006
C 3.3964 -2.2485 3.7987 -0.036
C 2.6527 -1.4462 2.9237 -0.148
N 1.7442 -1.9092 2.0903 0.023
C 1.5291 -3.2426 2.0590 -0.157
H -2.1535 -5.0839 -1.2322 0.109
H -1.7445 -2.6464 -0.9103 0.095
H -0.7913 -6.7036 0.0797 0.126
H 0.9646 -7.1080 1.7873 0.123
H 2.6106 -6.2176 3.3789 0.123
H 3.7518 -4.2698 4.4051 0.127
H 4.1126 -1.8013 4.4741 0.112
H 2.8144 -0.3692 2.9087 0.096
Br 7.2197 4.3680 1.6531 0.817
C 5.6496 3.5358 1.0528 -0.695
C 5.5081 2.1627 1.1411 -0.095
C 4.3295 1.6022 0.6747 -0.149
N 3.3246 2.3101 0.1554 0.050
C 3.4872 3.6336 0.0868 -0.156
C 4.6244 4.2973 0.5171 -0.099
H 6.2918 1.5431 1.5561 0.111
H 4.1880 0.5263 0.7215 0.105
H 2.6572 4.2024 -0.3239 0.098
H 4.7091 5.3730 0.4360 0.110
S -0.5748 0.6749 -4.9049 0.676
C -1.9447 -0.1024 -5.5389 -0.738
N -2.8304 0.5966 -6.2958 0.058
C -3.9449 0.0755 -6.8697 -0.047
C -4.2453 -1.2364 -6.7026 -0.040
C -3.3725 -2.0179 -5.9214 -0.027
C -2.2562 -1.4670 -5.3495 -0.082
H -2.6158 1.5745 -6.4352 0.145
H -4.5499 0.7556 -7.4522 0.140
H -5.1258 -1.6560 -7.1648 0.120
H -3.5858 -3.0699 -5.7772 0.123
H -1.5776 -2.0543 -4.7493 0.109
C 3.1694 -0.4665 -2.6399 -0.072
O 2.2693 0.4938 -3.2176 -0.190
H 3.6915 -1.0251 -3.4154 0.091
H 2.6205 -1.1567 -1.9988 0.088
H 3.8899 0.0841 -2.0424 0.075
H 1.5565 0.0214 -3.6735 0.013
N 1.7800 2.8211 -4.3179 0.155
C 1.1148 3.7102 -3.3017 -0.130
C 0.5064 2.8508 -2.1903 -0.314
N -0.4238 3.5416 -1.3232 0.028
H 2.4429 3.3180 -4.9078 0.168
H 1.0689 2.3839 -4.9163 0.034
H 2.2543 2.0203 -3.8460 0.098
H 0.3504 4.2908 -3.8133 0.129
H 1.8686 4.3902 -2.9095 0.123
H 1.3167 2.4340 -1.5876 0.082
H -0.0192 2.0151 -2.6527 0.048
H -1.2353 3.8900 -1.8172 0.080
H 0.0009 4.3116 -0.8222 0.073
```

Computed properties:
Frontier orbital gap ... 8.18 eV
LUMO energy ... -4.42 eV
Total charge ... +2
Energy relative to the best compared isomer or geometry (same formula, charge and spin) ... 20.0 kcal/mol

| no. | energy (Eh) |
| --- | --- |
| 1 | -1985.8790 |
| 2 | -7156.4522 |
| 3 | -5108.8874 |